No. 1
The following is a quantum chemistry calculation of the molecule C5H5NO, from the OMol25 dataset.

XYZ file:
```
12
Properties=species:S:1:pos:R:3:forces:R:3:nbo_charge:R:1
C -0.2735 -0.6127 -0.8450 -0.033 -0.007 0.020 -0.55
C 1.6449 -0.2042 0.7269 -0.161 0.025 -0.051 -0.40
C -0.8518 0.7180 -0.4282 -0.194 0.100 0.102 0.14
H -0.2618 1.5908 -0.7306 -0.077 -0.095 -0.005 0.17
C 1.2360 0.6091 1.6714 -0.058 0.426 0.628 0.68
N -1.9146 0.9382 0.2257 0.278 -0.234 -0.189 -0.58
C 1.1463 -0.7926 -0.3570 0.007 0.064 0.120 -0.04
H 1.7726 -1.4668 -0.9450 -0.093 0.091 0.117 0.21
O 1.0700 1.2996 2.5972 0.205 -0.585 -0.780 -0.44
H -0.8859 -1.4347 -0.4461 0.070 0.107 -0.077 0.23
H -2.3757 0.0568 0.4696 0.015 0.073 -0.012 0.32
H -0.3065 -0.7016 -1.9388 0.040 0.032 0.127 0.24
```
Positions in Å, forces in eV/Å.

As for the HOMO energy: -9.178 eV. The value obtained for the LUMO energy is -0.57 eV. Its net charge is 0. As for the SMILES: [H]/N=C\CC=C=C=O.

***

No. 2
The following is a quantum chemistry calculation of the molecule C5H5NO, from the OMol25 dataset.

XYZ file:
```
12
Properties=species:S:1:pos:R:3:forces:R:3:nbo_charge:R:1
H -0.7650 -0.2020 1.8801 -0.740 1.263 -2.370 0.19
H -1.2555 1.3943 0.9582 -0.456 -0.130 -0.414 0.22
H -1.4815 -0.9813 -0.3434 1.159 -1.348 -0.050 0.27
C -0.5383 -0.4214 -0.4582 0.285 1.012 4.107 -0.38
C 1.0021 -0.8538 -0.3667 -1.258 -1.134 -1.979 -0.34
C -0.9448 0.4005 -1.5227 1.287 -0.994 0.620 0.25
O 0.7020 0.8964 1.1037 0.777 1.091 -0.420 -0.50
N -1.6494 0.7161 -2.3347 -2.073 2.065 -3.310 -0.30
C 1.5486 0.0926 0.4215 1.523 -1.257 1.455 0.15
H 2.6116 0.1943 0.8613 -1.757 -0.195 -1.385 0.22
H 1.4259 -1.7341 -1.1051 -0.878 2.805 2.353 0.27
C -0.6555 0.4985 0.9059 2.131 -3.177 1.391 -0.05
```
Positions in Å, forces in eV/Å.

As for the HOMO energy: -9.382 eV. The value obtained for the LUMO energy is 0.72 eV. Its net charge is 0. As for the SMILES: N#C[C@H]1C=COC1.

***

No. 3
The following is a quantum chemistry calculation of the molecule C5H5NO, from the OMol25 dataset.

XYZ file:
```
12
Properties=species:S:1:pos:R:3:forces:R:3:nbo_charge:R:1
C -0.4475 0.2052 -0.3604 0.190 0.127 -0.121 -0.20
H -2.2886 -0.5451 -1.3250 0.150 -0.034 0.189 0.20
C 3.0451 -0.1414 -0.2776 -0.504 -0.044 0.188 -0.13
H -2.0832 -1.1745 0.3841 0.330 0.071 -0.025 0.21
C 0.5772 -0.0022 0.7141 -0.246 -0.020 0.302 0.50
C 1.9515 -0.0931 0.2270 0.506 -0.131 -0.267 -0.13
O 0.2965 0.0071 1.8965 0.128 -0.132 -0.518 -0.51
H -1.5963 0.9433 1.0872 -0.075 0.156 -0.112 0.37
H -0.0233 0.4902 -1.3196 -0.120 0.012 0.120 0.22
N -1.6367 0.9432 0.0659 -0.085 0.174 0.131 -0.55
C -1.8041 -0.4287 -0.3562 -0.110 -0.221 -0.043 -0.22
H 4.0095 -0.2040 -0.7359 -0.163 0.042 0.156 0.24
```
Positions in Å, forces in eV/Å.

As for the HOMO energy: -9.988 eV. The value obtained for the LUMO energy is -0.05 eV. Its net charge is 0. As for the SMILES: C#CC(=O)[C@H]1CN1.

***

No. 4
The following is a quantum chemistry calculation of a structure of composition C5H5NO2, from the OMol25 dataset.

XYZ file:
```
13
Properties=species:S:1:pos:R:3:forces:R:3:nbo_charge:R:1
C 1.7403 -0.1578 -0.9591 1.040 0.876 -0.392 -0.33
N -1.9461 -0.3472 0.4337 2.762 -0.212 -2.798 -0.37
H 0.2848 2.0650 1.0214 0.068 -0.035 -0.267 0.20
C 0.4342 -0.4637 -0.8484 -2.466 -0.176 1.927 -0.34
C -0.0055 1.1326 1.4751 0.252 1.083 0.382 -0.40
O -0.6372 -1.7523 -2.6954 -0.636 -0.259 0.135 -0.42
O -1.0733 -1.0060 1.4086 -0.989 0.956 0.775 -0.35
H -2.6550 0.3701 0.5881 0.226 -0.050 2.269 0.36
H 2.3729 -0.0451 -0.0869 -0.161 -0.005 0.197 0.19
H 0.0789 1.0706 2.5479 0.070 -0.240 0.079 0.21
C -0.2740 -1.1690 -1.7688 1.367 1.223 0.648 0.73
H 2.1771 0.2332 -1.8705 0.040 -0.487 -0.241 0.19
C -0.4973 0.0696 0.7540 -1.573 -2.674 -2.714 0.32
```
Positions in Å, forces in eV/Å.

As for the HOMO energy (spin up / spin down): -7.059 / -8.715 eV. The value obtained for the LUMO energy (spin up / spin down) is -1.38 / -0.29 eV. Its net charge is 0.